No. 1
This record from OMol25 describes one molecule with the formula C2H5N3S2 at a distorted geometry. The level of theory is ωB97M-V with the def2-TZVPD basis set.

Maximum force = 5.43 eV/Å
HOMO = -8.936 eV
Energy = -1039.7461 hartree
SMILES string = [H]/N=C(/N)NSC=S
Relative energy (zero: lowest compared OMol25 entry of this formula, charge and spin) = 86.14 kcal/mol
Lowest unoccupied orbital energy = -0.765 eV
Frontier orbital gap = 8.171 eV

Geometry as XYZ:
```
12
C2H5N3S2 | OMol25 | ωB97M-V with the def2-TZVPD basis set
C 0.87040 0.00751 -0.07745
C -2.04469 0.31410 0.65565
H 2.51853 -1.04817 -1.08230
H 2.42715 0.64414 -1.24274
H -0.11262 0.92190 1.20823
H -0.30657 -1.00786 -1.32103
H -1.37552 1.25994 0.12319
N 1.85897 -0.13834 -1.13474
N 0.84388 0.99541 0.81204
N 0.03401 -1.13615 -0.14033
S -1.15264 -1.20026 1.00387
S -3.56089 0.38778 1.19562
```


No. 2
This record from OMol25 describes one molecule with the formula C2H5N3S3 at a distorted geometry. The level of theory is ωB97M-V with the def2-TZVPD basis set.

Maximum force = 3.86 eV/Å
HOMO = -8.603 eV
Energy = -1437.9743 hartree
SMILES string = [H]/N=C(\SN)SC(N)=S
Relative energy (zero: lowest compared OMol25 entry of this formula, charge and spin) = 43.50 kcal/mol
Lowest unoccupied orbital energy = 0.199 eV
Frontier orbital gap = 8.802 eV

Geometry as XYZ:
```
13
C2H5N3S3 | OMol25 | ωB97M-V with the def2-TZVPD basis set
C 0.81752 0.88964 0.38630
C 3.32245 0.03644 -0.02635
N 0.40663 -0.24189 0.18104
N 2.78940 -1.17987 0.11013
N -1.63795 1.69557 -1.03942
S 4.72862 0.42809 -0.68039
S 2.41136 1.40520 0.80190
S -0.63830 2.46993 0.09226
H -0.56799 -0.44151 -0.11822
H 2.99536 -1.86460 -0.54807
H 1.86733 -1.38013 0.41367
H -2.55523 2.09409 -1.00164
H -1.40946 1.76782 -2.01212
```


No. 3
This record from OMol25 describes C2H5N4O as an isolated structure at a distorted geometry. The level of theory is ωB97M-V with the def2-TZVPD basis set.

Maximum force = 4.79 eV/Å
HOMO (alpha / beta) = -13.943 / -13.149 eV
Energy = -373.0146 hartree
Relative energy (zero: lowest compared OMol25 entry of this formula, charge and spin) = 138.16 kcal/mol
Net charge = +1
Lowest unoccupied orbital energy (alpha / beta) = -4.490 / -5.798 eV
Frontier orbital gap (alpha / beta) = 9.453 / 7.351 eV

Geometry as XYZ:
```
12
C2H5N4O | OMol25 | ωB97M-V with the def2-TZVPD basis set
C -0.21216 0.22930 0.28166
C -1.21978 -0.73544 -0.26463
N -2.05089 1.04116 1.40852
N -0.79073 1.08217 1.12026
N -2.48724 -0.38782 0.27057
N 1.07290 0.27797 -0.07593
O -3.56049 -0.87074 0.23338
H -1.24625 -0.68023 -1.36302
H -0.98772 -1.77732 0.00724
H -0.26504 1.85276 1.54195
H 1.44059 -0.37895 -0.74582
H 1.70916 0.93618 0.34755
```


No. 4
This record from OMol25 describes a 2-piece molecular cluster, C2H5N4S overall at a distorted geometry. The level of theory is ωB97M-V with the def2-TZVPD basis set.

Maximum force = 4.82 eV/Å
HOMO (alpha / beta) = -14.844 / -14.741 eV
Energy = -696.0404 hartree
Relative energy (zero: lowest compared OMol25 entry of this formula, charge and spin) = 84.03 kcal/mol
Net charge = +1
Lowest unoccupied orbital energy (alpha / beta) = -8.738 / -8.731 eV
Frontier orbital gap (alpha / beta) = 6.105 / 6.011 eV

Geometry as XYZ:
```
12
C2H5N4S | OMol25 | ωB97M-V with the def2-TZVPD basis set
C -2.92053 0.53270 0.22440
C 0.72184 -0.27226 -0.15373
N -2.78822 1.50257 0.83241
N 1.72414 0.54373 -0.53059
N -0.08627 -0.91580 -0.96523
N 0.66891 -0.47493 1.15036
S -2.78717 -0.92000 -0.44417
H 1.85788 0.71226 -1.52327
H 2.52307 0.63017 0.00139
H 0.01010 -0.65401 -1.86847
H 1.08145 0.32286 1.72683
H -0.00520 -1.00728 1.55008
```


No. 5
This record from OMol25 describes a 2-piece molecular cluster, C2H5N4S overall at a distorted geometry. The level of theory is ωB97M-V with the def2-TZVPD basis set.

Maximum force = 5.18 eV/Å
HOMO (alpha / beta) = -14.703 / -14.571 eV
Energy = -696.0337 hartree
Relative energy (zero: lowest compared OMol25 entry of this formula, charge and spin) = 88.21 kcal/mol
Net charge = +1
Lowest unoccupied orbital energy (alpha / beta) = -8.377 / -8.370 eV
Frontier orbital gap (alpha / beta) = 6.326 / 6.201 eV

Geometry as XYZ:
```
12
C2H5N4S | OMol25 | ωB97M-V with the def2-TZVPD basis set
C -2.31803 0.40581 0.22846
C 0.62245 -0.18584 -0.06670
N -2.15868 1.04229 1.18268
N 1.38209 0.50528 -0.92501
N 0.00446 -1.30423 -0.43073
N 0.50736 0.07357 1.25374
S -2.65998 -0.75346 -0.84919
H 1.27355 0.40838 -1.96179
H 2.14066 1.22527 -0.58849
H 0.21712 -1.50589 -1.49685
H 0.94519 0.78112 1.71178
H 0.04382 -0.69229 1.94210
```


No. 6
This record from OMol25 describes one molecule with the formula C2H5N5 at a distorted geometry. The level of theory is ωB97M-V with the def2-TZVPD basis set.

Maximum force = 3.93 eV/Å
HOMO (alpha / beta) = -5.717 / -9.823 eV
Energy = -352.7337 hartree
Multiplicity = 3
Relative energy (zero: lowest compared OMol25 entry of this formula, charge and spin) = 0.00 kcal/mol
Lowest unoccupied orbital energy (alpha / beta) = 0.920 / -2.548 eV
Frontier orbital gap (alpha / beta) = 6.637 / 7.275 eV

Geometry as XYZ:
```
12
C2H5N5 | OMol25 | ωB97M-V with the def2-TZVPD basis set
C 2.31324 0.43583 -0.17135
C -1.84611 -0.50485 0.29032
N 2.11187 -0.83358 -0.31130
N 1.19152 1.14780 0.05483
N 0.80098 -1.03179 -0.27369
N 0.21633 0.27055 -0.13935
N -1.04695 0.58928 -0.27920
H 3.32374 0.82920 -0.30117
H -1.76477 -0.75384 1.29503
H -2.82979 -0.35719 0.01568
H -1.33353 -1.31589 -0.15128
H -1.13653 1.52448 -0.02852
```


No. 7
This record from OMol25 describes C2H5N5O as an isolated structure at a distorted geometry. The level of theory is ωB97M-V with the def2-TZVPD basis set.

Maximum force = 7.82 eV/Å
HOMO = -8.736 eV
Energy = -427.9816 hartree
Relative energy (zero: lowest compared OMol25 entry of this formula, charge and spin) = 151.59 kcal/mol
Lowest unoccupied orbital energy = -0.112 eV
Frontier orbital gap = 8.624 eV

Geometry as XYZ:
```
13
C2H5N5O | OMol25 | ωB97M-V with the def2-TZVPD basis set
C -0.11009 -1.42021 -0.74304
C 0.18145 0.83133 -0.80480
H 0.58612 1.62835 2.26823
H -1.56296 1.55587 1.92006
H -1.52659 -0.75515 0.60400
H 0.24195 -3.36495 -0.02785
H 1.49107 1.56793 -2.14577
N -0.36310 1.56340 1.46349
N -0.16608 0.52985 0.50767
N -0.49814 -0.81902 0.52131
N 0.28845 -2.69853 -0.95344
N 1.19774 1.81590 -1.15350
O 0.24020 -0.43476 -1.45635
```


No. 8
This record from OMol25 describes C2H5N5O as an isolated structure at a distorted geometry. The level of theory is ωB97M-V with the def2-TZVPD basis set.

Maximum force = 6.24 eV/Å
HOMO = -9.289 eV
Energy = -427.9129 hartree
Relative energy (zero: lowest compared OMol25 entry of this formula, charge and spin) = 194.66 kcal/mol
Lowest unoccupied orbital energy = -0.445 eV
Frontier orbital gap = 8.844 eV

Geometry as XYZ:
```
13
C2H5N5O | OMol25 | ωB97M-V with the def2-TZVPD basis set
C 0.53346 -1.35865 0.53469
C -1.39406 -0.59837 -0.32059
H 2.04448 1.37918 -0.78372
H 2.16714 -0.68493 -1.68719
H 1.21116 -1.96220 0.99973
H -1.00905 1.33103 1.82872
H -1.84230 2.00558 -0.15323
N 2.06476 0.09954 -0.44228
N 0.75621 -0.01114 0.16530
N -0.66098 -1.71010 0.17876
N -0.53850 0.44063 -0.31908
N -0.79499 1.53478 0.46703
O -2.53732 -0.46534 -0.46813
```


No. 9
This record from OMol25 describes C2H5N5O as an isolated structure at a distorted geometry. The level of theory is ωB97M-V with the def2-TZVPD basis set.

Maximum force = 3.66 eV/Å
HOMO = -8.865 eV
Energy = -428.1014 hartree
Relative energy (zero: lowest compared OMol25 entry of this formula, charge and spin) = 76.36 kcal/mol
Lowest unoccupied orbital energy = -0.114 eV
Frontier orbital gap = 8.752 eV

Geometry as XYZ:
```
13
C2H5N5O | OMol25 | ωB97M-V with the def2-TZVPD basis set
C 0.63761 -0.81255 -0.34360
C -0.06521 1.05452 -0.43572
N -1.86878 -0.44535 0.63390
N 1.81178 -0.76879 0.31618
N -1.27467 0.96846 -0.92381
N -2.17074 0.14157 -0.48922
N 0.76951 1.85045 0.02571
O 0.32669 -1.61241 -1.19324
H -0.73226 -0.68529 0.64317
H -2.49879 -1.22342 0.80733
H 2.56441 -1.36901 0.00827
H 2.06801 0.10693 0.74785
H 0.43244 2.79489 0.20317
```


No. 10
This record from OMol25 describes a 2-piece molecular cluster, C2H5NO overall. The level of theory is ωB97M-V with the def2-TZVPD basis set.

Maximum force = 0.72 eV/Å
HOMO = -10.448 eV
Energy = -209.1621 hartree
SMILES string = CN=C=O.[H][H]
Relative energy (zero: lowest compared OMol25 entry of this formula, charge and spin) = 37.79 kcal/mol
Lowest unoccupied orbital energy = 0.731 eV
Frontier orbital gap = 11.180 eV

Geometry as XYZ:
```
9
C2H5NO | OMol25 | ωB97M-V with the def2-TZVPD basis set
C -1.16742 -0.25811 -0.05144
C 0.43565 1.59821 0.23438
O 0.91067 2.66201 0.39510
N 0.07144 0.46408 0.06455
H -1.77190 -0.14120 0.85332
H -0.94899 -1.31902 -0.18896
H -1.74278 0.09318 -0.91359
H 2.55269 -1.58712 -0.20879
H 1.87003 -1.30998 -0.10325
```